{"formula": "C2H2Cl2O2S", "method": "wB97M-V/def2-TZVPD", "elements": ["C", "C", "O", "O", "S", "Cl", "Cl", "H", "H"], "coordinates": [[-0.832, -0.043, 0.154], [0.352, -0.554, -0.582], [-3.502, 0.194, 0.215], [-0.903, 0.732, 1.239], [-2.573, -0.600, -0.557], [1.194, -2.028, 0.079], [1.479, 0.773, -0.428], [0.003, -0.783, -1.528], [0.079, 0.792, 1.606]], "forces_ev_per_angstrom": [[-4.603, -1.955, -1.332], [0.005, 0.594, 3.184], [-1.731, 0.582, 0.777], [3.316, -0.813, 0.165], [5.039, 1.057, 1.050], [-0.468, 0.105, -0.045], [1.105, 0.652, -0.802], [0.029, -0.359, -2.124], [-2.692, 0.137, -0.873]], "spin_multiplicity": 1, "gap_ev": [8.24, 7.33], "e_lumo_ev": [-0.64, -0.98], "de_lowest_ev": 2.770}



{"formula": "C13H11BrN4OS", "method": "wB97M-V/def2-TZVPD", "elements": ["O", "C", "N", "N", "C", "S", "N", "C", "C", "C", "C", "Br", "C", "C", "C", "C", "C", "C", "N", "C", "H", "H", "H", "H", "H", "H", "H", "H", "H", "H", "H"], "coordinates": [[2.299, 1.733, -0.906], [1.702, 1.580, -0.018], [2.180, 1.099, 1.110], [3.269, 0.257, 1.121], [3.592, -0.762, 0.001], [5.107, -0.999, -0.030], [2.534, -1.338, -0.432], [1.221, -1.236, -0.546], [0.629, -1.399, 0.749], [-0.650, -1.450, 0.999], [-1.564, -1.040, -0.081], [-3.459, -1.173, 0.265], [-1.073, -1.045, -1.475], [0.425, -1.340, -1.646], [-0.012, 2.043, 0.179], [-0.655, 2.248, 1.235], [-2.072, 2.411, 1.227], [-2.565, 2.567, -0.461], [-1.765, 2.274, -1.332], [-0.544, 1.854, -1.206], [1.323, 0.759, 1.781], [3.989, 0.841, 1.626], [3.093, -1.489, -1.523], [1.290, -1.639, 1.776], [-1.088, -1.686, 2.041], [-1.627, -1.050, -2.356], [0.853, -0.976, -2.481], [-0.183, 2.239, 2.109], [-2.594, 2.466, 1.996], [-3.703, 2.516, -0.253], [0.043, 2.085, -2.153]], "forces_ev_per_angstrom": [[7.332, 2.117, -13.353], [-10.405, 0.642, 11.010], [-3.844, -2.844, 4.981], [0.979, 0.460, 0.351], [-1.865, 6.088, 7.455], [4.871, -1.582, -1.500], [4.303, -2.664, -9.408], [-3.610, -0.937, 3.459], [3.933, -1.057, 3.142], [-5.352, 1.315, 0.143], [1.166, -2.104, -2.765], [0.747, 0.331, -0.194], [3.486, -1.621, 5.177], [-4.205, 2.187, 2.881], [7.493, -3.848, -11.851], [-7.841, 1.231, 3.890], [6.490, -0.209, -12.394], [-3.814, -1.052, 10.946], [-1.131, -0.661, -4.774], [2.833, 3.669, 2.970], [2.867, 0.949, -2.009], [-0.084, -1.968, -1.597], [-2.615, -0.476, 3.272], [-1.183, 0.690, -3.308], [0.796, 0.513, -1.946], [-1.270, 0.429, -0.974], [1.267, 0.234, -3.513], [1.994, 0.087, 3.855], [-4.945, 0.819, 6.735], [1.707, 0.695, -2.219], [-0.098, -1.432, 1.537]], "spin_multiplicity": 1, "gap_ev": 8.06, "smiles": "O=C(NNC(=S)Nc1ccc(Br)cc1)c1cccnc1", "e_lumo_ev": -0.28}



{"formula": "C2H8N2O", "method": "wB97M-V/def2-TZVPD", "elements": ["C", "O", "H", "H", "N", "C", "N", "H", "H", "H", "H", "H", "H"], "coordinates": [[-2.770, -0.113, -1.215], [-1.719, 0.365, -0.921], [-3.737, 0.162, -0.735], [-2.914, -0.890, -1.988], [2.423, 0.654, 0.628], [1.176, 0.092, 1.095], [0.581, -0.996, 0.294], [2.304, 1.363, -0.069], [2.905, 1.062, 1.415], [1.427, -0.443, 2.021], [0.350, 0.754, 1.371], [1.307, -1.678, 0.158], [0.343, -0.595, -0.598]], "forces_ev_per_angstrom": [[-1.060, -0.350, -0.042], [0.216, 0.240, -0.055], [0.372, 0.212, 0.135], [0.422, -0.002, -0.102], [-0.063, -0.208, 0.078], [-0.600, -1.927, 1.140], [0.422, 1.148, 0.252], [-0.133, 0.403, -0.370], [0.185, 0.124, -0.032], [0.054, 0.430, 0.115], [0.195, 0.457, -0.377], [0.239, -0.308, -0.280], [-0.248, -0.219, -0.462]], "spin_multiplicity": 1, "gap_ev": 10.06, "smiles": "C=O.NCN", "e_lumo_ev": 0.86, "de_lowest_ev": 2.128}



{"formula": "C41H51F6N5OPS2Sb2Ta", "method": "wB97M-V/def2-TZVPD", "elements": ["Ta", "C", "N", "C", "C", "N", "C", "C", "C", "C", "C", "C", "C", "S", "C", "C", "C", "C", "C", "C", "S", "H", "H", "H", "H", "H", "H", "H", "H", "H", "H", "H", "H", "H", "H", "H", "H", "H", "H", "C", "Sb", "C", "C", "C", "C", "C", "C", "C", "C", "C", "Sb", "C", "C", "H", "H", "H", "H", "H", "H", "H", "H", "H", "H", "H", "H", "H", "H", "H", "H", "H", "H", "H", "H", "F", "P", "F", "F", "F", "F", "F", "C", "C", "C", "C", "C", "N", "C", "O", "N", "C", "C", "C", "C", "N", "C", "C", "C", "H", "H", "H", "H", "H", "H", "H", "H", "H", "H", "H", "H", "H"], "coordinates": [[0.064, -0.265, -0.348], [-2.544, 2.350, -0.857], [-2.098, 1.572, 0.310], [-3.198, 0.739, 0.848], [-3.653, -0.393, -0.069], [-2.713, -1.524, -0.146], [-3.079, -2.383, -1.288], [-2.747, -2.314, 1.068], [-3.786, -3.210, 1.301], [-3.799, -4.013, 2.427], [-2.744, -3.964, 3.325], [-1.713, -3.069, 3.123], [-1.726, -2.228, 2.012], [-0.487, -0.982, 1.936], [-1.673, 2.502, 1.352], [-2.594, 3.392, 1.901], [-2.230, 4.308, 2.869], [-0.918, 4.364, 3.309], [0.010, 3.489, 2.782], [-0.358, 2.555, 1.813], [0.962, 1.539, 1.209], [-3.456, 2.911, -0.633], [-2.760, 1.700, -1.709], [-1.772, 3.072, -1.139], [-4.078, 1.362, 1.047], [-2.859, 0.329, 1.804], [-3.822, -0.021, -1.083], [-4.620, -0.742, 0.316], [-4.145, -2.339, -1.518], [-2.817, -3.417, -1.080], [-2.516, -2.080, -2.169], [-4.595, -3.289, 0.594], [-4.625, -4.686, 2.592], [-2.730, -4.616, 4.185], [-0.893, -3.001, 3.821], [-3.619, 3.381, 1.566], [-2.974, 4.972, 3.276], [-0.622, 5.090, 4.048], [1.036, 3.511, 3.116], [-2.986, -0.268, -4.093], [-0.956, 0.046, -3.340], [-0.022, -1.320, -4.730], [-0.776, 1.765, -4.762], [-1.291, 3.063, -4.309], [-2.626, 3.395, -4.528], [-3.139, 4.615, -4.128], [-2.319, 5.534, -3.475], [-0.995, 5.230, -3.253], [-0.447, 4.012, -3.682], [0.958, 3.737, -3.464], [1.191, 2.513, -1.539], [1.020, 4.358, -0.396], [3.359, 2.713, -1.590], [-2.878, -0.319, -5.172], [-3.617, 0.582, -3.845], [-3.455, -1.186, -3.760], [-0.353, -1.031, -5.728], [-0.341, -2.338, -4.517], [1.063, -1.267, -4.674], [-1.371, 1.390, -5.588], [0.265, 1.801, -5.064], [-3.257, 2.702, -5.062], [-4.170, 4.859, -4.329], [-2.716, 6.488, -3.166], [-0.348, 5.954, -2.783], [1.536, 4.624, -3.252], [1.446, 3.162, -4.235], [1.482, 5.145, -0.987], [1.573, 4.237, 0.532], [-0.009, 4.629, -0.175], [3.557, 3.772, -1.769], [3.794, 2.128, -2.398], [3.793, 2.422, -0.635], [1.294, -1.770, -1.974], [1.137, -3.330, -1.162], [0.853, -4.583, -0.288], [1.488, -2.438, 0.228], [-0.434, -2.734, -0.883], [0.635, -3.907, -2.520], [2.655, -3.560, -1.394], [1.197, -6.159, 3.833], [1.789, -4.806, 3.927], [1.434, -3.919, 4.956], [2.005, -2.673, 5.037], [2.967, -2.254, 4.097], [3.488, -0.986, 4.267], [4.542, -0.285, 3.729], [4.934, 0.718, 4.256], [5.163, -0.790, 2.556], [4.654, -0.676, 1.287], [5.482, -0.845, 0.165], [4.936, -0.718, -1.093], [3.590, -0.412, -1.220], [2.789, -0.265, -0.167], [3.301, -0.409, 1.053], [3.332, -3.139, 3.070], [2.751, -4.383, 2.996], [0.416, -6.309, 4.572], [1.972, -6.914, 3.994], [0.799, -6.340, 2.833], [0.718, -4.229, 5.703], [1.733, -2.007, 5.843], [3.167, -0.519, 5.114], [6.172, -0.676, 2.607], [6.529, -1.075, 0.290], [5.541, -0.846, -1.975], [3.144, -0.292, -2.199], [2.617, -0.295, 1.884], [4.089, -2.873, 2.355], [3.048, -5.056, 2.206]], "forces_ev_per_angstrom": [[0.158, -1.018, 2.727], [-0.079, 0.159, -0.438], [1.063, -0.635, -0.321], [-0.313, -0.653, -0.022], [0.012, 0.505, 0.196], [0.629, 0.524, -0.014], [0.260, -0.261, -0.512], [0.186, -0.216, 0.376], [0.038, 0.258, -0.080], [0.126, 0.001, 0.032], [-0.037, -0.015, -0.001], [0.115, 0.217, 0.093], [-0.137, -0.084, -0.468], [0.579, 0.777, -1.851], [0.077, 0.170, 0.205], [0.002, -0.294, -0.304], [0.116, 0.012, 0.028], [0.028, -0.006, -0.017], [0.159, -0.056, 0.069], [0.030, -0.486, -0.372], [-0.682, -0.419, -0.757], [0.009, 0.014, 0.019], [0.059, 0.064, 0.137], [-0.078, -0.098, -0.020], [0.163, 0.022, -0.034], [-0.111, 0.077, -0.078], [-0.007, -0.055, 0.028], [0.037, -0.013, -0.112], [-0.031, 0.075, 0.098], [0.052, 0.076, -0.024], [-0.109, -0.038, 0.056], [-0.138, -0.010, -0.102], [-0.072, -0.101, -0.001], [0.011, -0.035, 0.080], [0.116, -0.034, 0.108], [-0.141, -0.020, -0.036], [-0.082, 0.111, 0.050], [0.070, 0.046, 0.135], [0.149, 0.049, 0.106], [0.286, 0.092, 0.402], [-0.563, -0.446, -1.220], [0.027, 0.133, 0.335], [0.289, -0.406, 0.552], [-0.421, 0.219, -0.044], [0.268, -0.143, -0.027], [0.040, -0.034, 0.077], [0.192, 0.103, 0.132], [-0.216, 0.244, 0.053], [0.160, -0.188, 0.093], [-0.739, 0.129, -0.737], [1.339, 1.001, 0.690], [-0.320, -0.359, -0.006], [-0.311, -0.184, -0.041], [0.167, 0.045, -0.096], [-0.030, 0.052, 0.089], [0.060, -0.021, 0.134], [-0.064, 0.073, 0.100], [-0.008, 0.019, 0.095], [-0.031, 0.023, 0.079], [-0.010, -0.214, -0.070], [0.081, -0.119, -0.064], [-0.111, -0.098, -0.077], [-0.136, 0.039, -0.039], [-0.024, 0.120, 0.013], [0.076, 0.141, 0.080], [0.235, 0.111, 0.442], [0.141, -0.380, -0.015], [0.055, -0.089, -0.159], [0.018, -0.011, -0.046], [-0.079, -0.031, 0.004], [-0.150, -0.051, 0.037], [-0.078, -0.011, 0.087], [-0.076, -0.044, -0.026], [-0.600, 0.646, 0.654], [-0.156, 0.825, 1.055], [0.024, -0.079, -0.357], [-0.415, -0.062, -0.844], [0.230, 0.672, 0.098], [0.208, -0.246, -0.023], [-0.059, -0.230, -0.227], [0.050, -0.579, -0.162], [0.354, 0.908, 0.047], [0.160, -0.628, -0.644], [0.579, 0.574, -0.502], [-0.642, -1.618, -0.261], [0.417, 1.472, 0.211], [-0.715, -0.446, 0.411], [0.384, 0.527, 0.071], [0.589, -0.245, -0.080], [-0.222, 0.086, -0.306], [-0.291, 0.019, 0.169], [-0.246, 0.116, 0.232], [-0.136, -0.010, -0.545], [-1.161, 0.132, -0.265], [0.072, 0.066, 0.577], [-0.019, 0.635, 0.398], [-0.715, -0.362, 0.556], [-0.083, -0.077, 0.010], [-0.113, -0.048, 0.064], [-0.121, -0.038, 0.032], [-0.065, -0.048, 0.086], [-0.020, 0.094, 0.137], [0.180, -0.083, -0.317], [-0.217, 0.074, 0.052], [0.116, -0.029, 0.037], [0.064, 0.005, -0.113], [0.024, -0.085, 0.025], [0.138, -0.155, 0.078], [0.064, -0.008, -0.054], [0.050, -0.105, -0.104]], "total_charge": 3, "spin_multiplicity": 2, "gap_ev": [3.85, 2.33], "e_lumo_ev": [-9.99, -11.51], "de_lowest_ev": 2.701}



For each record above, in turn, the calculated largest force on an atom values are 0.102; 0.299; 0.045; 0.057 Eh/bohr.